[1]
Computed, not measured: an isolated molecule of C4H9N, with the ωB97M-V functional and the def2-TZVPD basis.

Each line ends with the Mulliken charge.
CARTESIAN COORDINATES (ANGSTROEM)
H: -1.79 -0.82 -1.10  0.257
C: 0.85 -1.22 0.04  -1.285
H: 1.44 -1.26 0.96  0.317
C: -1.37 0.04 -0.57  -0.678
H: 0.03 2.15 0.41  0.359
H: 1.18 1.58 -0.93  0.269
H: -1.78 0.95 -0.99  0.261
C: 0.77 1.34 0.08  -1.328
H: 0.30 -2.19 -0.13  0.329
N: -1.24 0.09 0.90  -0.661
H: 1.60 1.36 0.77  0.336
C: -0.02 -0.01 0.09  1.244
H: -1.53 -0.87 1.30  0.282
H: 1.56 -1.16 -0.82  0.297

Results
Energy above the lowest of the compared OMol25 structures with the same formula, charge and spin ... 95.7 kJ/mol
Frontier orbital gap ... 10.46 eV
LUMO energy ... 1.1 eV
SMILES string ... CC1(C)CN1
E ... -5782.8201 eV
HOMO energy ... -9.374 eV

[2]
Computed, not measured: a cluster of 2 separate species, C6H16O2 in total, with the ωB97M-V functional and the def2-TZVPD basis.

Each line ends with the Mulliken charge.
CARTESIAN COORDINATES (ANGSTROEM)
C: 1.20 1.98 -0.15  -1.095
C: 0.88 2.52 1.30  -0.300
C: -0.87 -1.93 -1.38  -0.227
O: 1.82 1.86 2.17  -0.314
H: -0.95 -0.53 0.28  0.228
H: 1.31 0.89 -0.21  0.245
H: -0.35 -4.29 -2.73  0.280
H: 0.34 2.27 -0.79  0.325
O: -1.80 -2.82 -1.96  -0.322
H: -1.13 -3.09 -3.81  0.286
C: -1.66 -1.08 -0.36  -0.968
H: -2.29 -1.72 0.27  0.314
H: -2.07 -4.48 -3.18  0.242
H: 1.03 3.62 1.33  0.354
H: -2.30 -0.35 -0.88  0.275
H: -0.16 2.31 1.64  0.316
H: 1.78 3.51 3.47  0.279
H: 0.70 2.14 3.88  0.279
H: -0.32 -1.38 -2.17  0.315
H: 2.47 1.99 4.13  0.246
H: 2.11 2.45 -0.55  0.353
H: -0.13 -2.54 -0.83  0.266
C: 1.69 2.41 3.47  -0.678
C: -1.29 -3.75 -2.93  -0.699

Results
Energy above the lowest of the compared OMol25 structures with the same formula, charge and spin ... 163.3 kJ/mol
Frontier orbital gap ... 10.68 eV
LUMO energy ... 1.0 eV
SMILES string ... CCOC.CCOC
E ... -10574.8484 eV
HOMO energy ... -9.652 eV